1.
DFT (ωB97M-V with the def2-TZVPD basis set) results for the molecule C5H10N2O.

## Properties
Frontier orbital gap (alpha / beta) in hartree: 0.275 / 0.305
Relative energy (zero: lowest compared OMol25 entry of this formula, charge and spin) in kcal/mol: 119.82
Energy in hartree: -381.09449
Multiplicity: 1
Maximum force in eV/Å: 4.14

Last column: natural (NBO) charge in e.
Geometry (Å):
C: 0.41 0.42 2.17  -0.268
C: 0.50 -0.77 1.45  -0.468
C: -1.08 -0.06 -0.72  0.404
C: 0.38 -0.14 -0.33  0.223
N: -1.35 0.86 -1.70  -0.815
C: 1.26 -0.87 -1.10  -0.429
O: 0.78 1.42 -0.16  -0.783
N: -1.86 -0.96 -0.29  -0.724
H: 1.74 1.42 -0.24  0.467
H: -2.31 1.12 -1.84  0.386
H: -0.69 1.63 -1.77  0.412
H: -2.83 -0.82 -0.57  0.335
H: -0.48 1.03 2.11  0.185
H: 1.23 0.80 2.76  0.182
H: 1.41 -1.35 1.58  0.208
H: -0.40 -1.39 1.42  0.270
H: 1.32 -1.94 -1.00  0.213
H: 1.96 -0.39 -1.76  0.202

2.
DFT (ωB97M-V with the def2-TZVPD basis set) results for the molecule C13H13N7O4.

## Properties
Frontier orbital gap in hartree: 0.260
Relative energy (zero: lowest compared OMol25 entry of this formula, charge and spin) in kcal/mol: 49.46
Energy in hartree: -1187.08142
Multiplicity: 1
Maximum force in eV/Å: 7.55

Last column: natural (NBO) charge in e.
Geometry (Å):
N: -1.94 -6.04 2.14  -0.316
C: -1.52 -5.02 1.73  0.282
C: -0.96 -3.78 1.19  -0.296
C: 0.39 -3.52 0.95  -0.043
C: 0.79 -2.22 0.58  -0.149
N: 2.07 -1.80 1.03  0.493
O: 2.88 -2.69 1.41  -0.429
O: 2.35 -0.55 1.19  -0.501
C: -0.18 -1.12 0.62  -0.037
C: -1.53 -1.48 0.46  -0.016
N: -2.57 -0.62 0.77  0.405
O: -2.75 0.62 0.59  -0.414
O: -3.57 -1.42 1.32  -0.142
N: -3.17 -2.75 1.41  -0.081
C: -1.92 -2.78 0.87  0.151
H: 1.14 -4.23 1.29  0.273
H: 0.18 -0.30 1.40  0.247
C: 0.33 0.75 -2.67  -0.422
C: -0.23 -0.12 -1.60  -0.219
N: 0.32 0.25 -0.28  -0.417
C: 0.55 1.54 -0.09  0.682
N: 0.49 2.49 -1.03  -0.395
C: 0.17 2.25 -2.42  -0.199
C: 0.86 3.81 -0.53  -0.205
C: 1.20 3.52 0.96  -0.216
N: 0.87 2.11 1.11  -0.587
H: 1.38 0.51 -2.77  0.217
H: -0.16 0.48 -3.62  0.229
H: -1.34 -0.09 -1.56  0.199
H: 0.00 -1.14 -1.80  0.221
H: 0.88 2.80 -3.01  0.208
H: -0.85 2.57 -2.64  0.201
H: 1.76 4.15 -1.07  0.206
H: 0.02 4.50 -0.62  0.209
H: 2.29 3.67 1.14  0.207
H: 0.57 4.12 1.63  0.212
H: 1.17 1.55 1.90  0.439

3.
DFT (ωB97M-V with the def2-TZVPD basis set) results for a structure of composition C3H9NO.

## Properties
Frontier orbital gap (alpha / beta) in hartree: 0.304 / 0.309
Relative energy (zero: lowest compared OMol25 entry of this formula, charge and spin) in kcal/mol: 125.15
Energy in hartree: -249.51426
Multiplicity: 1
Maximum force in eV/Å: 1.30

Last column: natural (NBO) charge in e.
Geometry (Å):
C: -0.39 -1.17 -0.20  -0.425
C: 1.20 0.93 0.77  -0.352
C: -0.73 -0.62 -1.55  -0.654
N: 0.10 1.31 1.50  -0.102
O: -1.04 1.06 0.97  -0.453
H: 0.16 1.16 2.51  0.341
H: -1.23 -1.32 0.46  0.209
H: 0.26 -2.05 -0.20  0.188
H: 2.14 0.95 1.31  0.205
H: 1.27 1.43 -0.19  0.212
H: 0.71 -0.27 0.31  0.188
H: -1.40 -1.29 -2.09  0.214
H: -1.22 0.35 -1.45  0.229
H: 0.16 -0.48 -2.16  0.199

4.
DFT (ωB97M-V with the def2-TZVPD basis set) results for a cluster of 2 separate species, C8H11ClO in total.

## Properties
SMILES: Oc1ccccc1.CCCl
Frontier orbital gap in hartree: 0.349
Relative energy (zero: lowest compared OMol25 entry of this formula, charge and spin) in kcal/mol: 0.00
Energy in hartree: -846.87016
Multiplicity: 1
Maximum force in eV/Å: 1.14

Last column: natural (NBO) charge in e.
Geometry (Å):
O: -0.86 -1.60 0.21  -0.678
C: -0.83 -0.68 -0.81  0.308
C: -2.03 -0.05 -1.13  -0.277
C: -2.06 0.89 -2.15  -0.186
C: -0.90 1.21 -2.86  -0.254
C: 0.29 0.57 -2.54  -0.187
C: 0.33 -0.37 -1.51  -0.313
H: 0.05 -1.97 0.33  0.488
H: -2.93 -0.31 -0.56  0.226
H: -3.01 1.39 -2.40  0.216
H: -0.93 1.95 -3.67  0.216
H: 1.21 0.81 -3.09  0.216
H: 1.28 -0.87 -1.26  0.218
C: 0.75 -0.08 3.26  -0.631
C: 1.77 0.00 2.15  -0.364
Cl: 2.40 -1.62 1.73  -0.095
H: 0.38 0.93 3.50  0.221
H: 1.20 -0.51 4.17  0.216
H: -0.10 -0.71 2.96  0.227
H: 1.34 0.42 1.22  0.219
H: 2.65 0.62 2.42  0.213

- Among the records above, which one has the lowest maximum force?
  C8H11ClO

- Which value of multiplicity does entry 1 give?
  1

- What is the maximum force in the third record?
  1.30 eV/Å